ORCA calculation (wB97M-V/def2-TZVPD) on 2 unconnected molecules or ions with the total composition C9H11BrSi at a distorted geometry.

Last column: Löwdin charge in e.
Geometry (Å):
C: -3.621 2.001 -0.311  -0.0475
C: -3.383 0.723 -0.996  -0.0540
C: -2.655 2.476 0.608  -0.1303
C: -2.165 0.083 -0.806  -0.0566
C: -1.457 1.909 0.637  -0.0799
C: -1.162 0.640 0.021  -0.1951
C: 0.145 -0.062 0.257  -0.1278
C: 1.370 0.546 0.256  -0.2781
C: 3.549 -2.083 -0.208  -0.3141
Si: 2.982 -0.338 0.307  0.3146
Br: 4.668 1.004 -0.437  0.2382
H: -4.472 2.655 -0.315  0.0857
H: -4.216 0.319 -1.546  0.0899
H: -2.675 3.542 0.899  0.1174
H: -1.935 -0.787 -1.364  0.0952
H: -0.716 2.113 1.458  0.1306
H: 0.108 -1.112 0.434  0.0881
H: 1.481 1.549 0.167  0.0078
H: 2.815 -2.543 -0.968  0.0423
H: 4.504 -2.103 -0.755  0.0060
H: 3.565 -2.897 0.582  0.0338
H: 1.851 -0.785 3.677  0.0337

Output
charge: 0
relative energy (zero: lowest compared OMol25 entry of this formula, charge and spin): 4.387 eV

***

ORCA calculation (wB97M-V/def2-TZVPD) on a molecular structure, C9H11Cl2NO2Sm at a distorted geometry.

Last column: Löwdin spin population.
Geometry (Å):
C: -0.870 1.023 -1.874  -0.0076
C: 0.536 0.774 -2.089  -0.0069
C: 1.293 1.729 -1.352  -0.0057
C: 0.313 2.574 -0.617  -0.0038
C: -1.017 2.181 -1.055  -0.0034
Sm: 0.052 0.357 0.433  5.1203
N: -1.362 -1.320 0.264  -0.0543
C: -0.479 -2.535 -0.268  -0.0047
C: 0.905 -2.339 -0.782  -0.0257
H: 2.402 1.806 -1.314  0.0002
H: 0.953 -0.107 -2.615  0.0007
H: 0.623 3.470 -0.031  0.0006
H: -1.930 2.559 -0.594  0.0007
H: -1.676 0.356 -2.182  0.0003
H: 1.128 -2.153 -1.858  -0.0012
H: -1.083 -3.048 -1.031  -0.0007
H: -2.337 -1.458 0.640  -0.0010
H: 1.813 -2.193 -0.200  0.0001
H: -0.383 -2.958 0.753  -0.0012
Cl: 1.511 2.000 5.208  0.0000
C: 0.975 0.326 4.655  -0.0002
Cl: -0.617 -0.140 5.374  0.0000
C: 0.767 0.417 3.127  -0.0003
O: 1.581 -0.073 2.242  -0.0040
O: -0.228 1.117 2.812  -0.0022
H: 1.690 -0.443 5.009  0.0000

Output
charge: -1
DFT total energy: -58044.963 eV
multiplicity: 6
<S²>: 8.778

***

ORCA calculation (wB97M-V/def2-TZVPD) on a gas-phase ion, C9H11ClFN2O2 (charge +1) at a distorted geometry.

Last column: Löwdin charge in e.
Geometry (Å):
C: -1.390 -1.673 -1.171  -0.0576
C: -0.920 -2.380 -0.119  -0.6628
C: 0.262 -0.598 0.772  -0.2153
C: -2.026 1.872 -2.835  0.0920
C: -1.967 1.117 -1.724  -0.1537
C: 1.586 -0.172 1.441  -0.4413
C: -0.761 0.435 0.487  -0.0800
C: -0.831 0.709 -0.989  -0.1495
C: 2.730 -0.557 3.496  -0.0013
N: 0.223 -1.865 0.602  0.1299
N: 0.577 0.937 -1.630  0.2452
O: 2.401 0.528 0.816  0.0813
O: 1.657 -0.667 2.615  0.0124
F: -2.395 -1.853 -2.011  0.0872
Cl: -1.350 -3.975 0.504  0.6999
H: -2.956 2.239 -3.197  0.0740
H: -1.202 2.191 -3.427  0.0584
H: -2.902 1.124 -1.146  0.1466
H: -1.620 -0.075 0.704  0.1053
H: -0.603 1.353 1.092  0.1642
H: 3.626 -0.378 2.993  0.0764
H: 2.696 -1.565 4.079  0.1541
H: 2.478 0.340 4.049  0.1084
H: 0.481 1.927 -2.074  0.2020
H: 0.775 0.171 -2.298  0.1812
H: 1.432 0.813 -1.031  0.1431

Output
charge: +1
relative energy (zero: lowest compared OMol25 entry of this formula, charge and spin): 0.000 eV